1.
# C30H39AgBN4O6S2

C30H39AgBN4O6S2 as an isolated structure (the ωB97M-V functional and the def2-TZVPD basis, the Open Molecules 2025 dataset).

```
83
Properties=species:S:1:pos:R:3
C 1.904 0.089 -4.759
C 0.288 0.151 -4.561
O -0.198 -0.992 -3.802
B -0.806 -0.583 -2.556
O -2.113 -1.074 -2.207
C -0.074 0.474 -1.527
C -0.729 1.851 -1.129
C -2.148 2.333 -1.696
C -2.005 3.722 -2.549
C -2.842 3.569 -3.911
N -2.568 4.738 -4.845
C 0.002 2.837 -0.134
C -0.613 4.229 0.357
O -2.006 4.110 0.811
C -2.104 4.347 2.236
C 1.420 2.394 0.386
C 2.076 1.015 -0.016
C 1.329 0.009 -0.965
C 1.944 -1.430 -1.354
C 1.183 -2.632 -0.550
C 0.627 -2.173 0.889
S -1.166 -1.689 0.884
C -2.180 -2.896 1.847
S -1.823 -3.030 3.516
N -3.256 -3.671 1.215
C -3.483 -4.975 1.912
C -4.236 -6.082 0.995
O -3.692 -6.193 -0.341
C -3.961 -4.911 -0.966
C -2.998 -3.829 -0.253
C 3.535 0.699 0.607
O 4.472 0.161 -0.023
C 3.706 1.211 2.131
C 4.546 0.310 3.131
C 3.952 -0.828 4.025
C 4.947 -1.588 4.935
N 6.353 -1.384 5.061
C 6.863 -0.314 4.265
C 6.088 0.592 3.278
C 3.119 2.475 2.490
N 3.293 2.913 3.878
C 2.307 3.319 1.371
O 2.413 4.561 1.270
H 2.417 0.893 -4.130
H 2.321 -0.963 -4.518
H 2.201 0.281 -5.860
H -0.143 0.056 -5.629
H -0.058 1.169 -4.172
H -2.745 -1.011 -2.957
H -2.888 2.467 -0.817
H -2.646 1.593 -2.408
H -0.897 3.926 -2.789
H -2.428 4.609 -1.937
H -2.526 2.600 -4.429
H -3.957 3.477 -3.660
H -3.488 5.193 -4.950
H -2.378 4.285 -5.754
H -0.510 4.994 -0.504
H -0.051 4.697 1.243
H -1.601 5.304 2.601
H -3.233 4.475 2.462
H -1.771 3.393 2.770
H 3.046 -1.538 -1.082
H 1.884 -1.633 -2.491
H 1.893 -3.528 -0.373
H 0.288 -2.992 -1.164
H 0.741 -3.091 1.586
H 1.261 -1.348 1.392
H -2.541 -5.477 2.317
H -4.175 -4.760 2.814
H -5.368 -5.919 0.937
H -4.093 -7.085 1.554
H -5.059 -4.635 -0.805
H -3.758 -5.022 -2.088
H -1.882 -4.060 -0.449
H -3.259 -2.812 -0.741
H 2.836 -1.085 3.982
H 4.494 -2.427 5.584
H 7.992 -0.101 4.362
H 6.554 1.436 2.655
H 2.658 3.692 4.102
H 3.093 2.107 4.500
Ag -3.589 -2.995 5.497
```

## Properties
net charge	+1
HOMO-LUMO gap	0.1853	hartree
multiplicity	1
LUMO	-0.2005	hartree
highest occupied orbital energy	-10.5	eV

Results of the Löwdin charge analysis, in e, for atoms 1 through 5:
1 C -0.070
2 C -0.216
3 O -0.013
4 B -0.539
5 O 0.060

---

2.
# C30H39As2F5IrNO5S2SbTe

C30H39As2F5IrNO5S2SbTe as an isolated structure (the ωB97M-V functional and the def2-TZVPD basis, the Open Molecules 2025 dataset).

```
87
Properties=species:S:1:pos:R:3
Ir 0.082 -0.459 0.622
O 1.925 0.218 0.003
As 2.905 0.076 -1.409
C 3.796 -1.594 -1.276
C 4.487 -1.888 -0.100
C 5.143 -3.101 0.017
C 5.102 -4.016 -1.030
C 4.401 -3.726 -2.191
C 3.741 -2.513 -2.319
C 1.788 0.187 -2.953
C 2.386 0.154 -4.212
C 1.595 0.243 -5.347
C 0.220 0.379 -5.228
C -0.374 0.436 -3.976
C 0.409 0.342 -2.835
C 4.115 1.538 -1.417
C 3.610 2.806 -1.699
C 4.462 3.895 -1.693
C 5.811 3.717 -1.408
C 6.313 2.454 -1.137
C 5.466 1.354 -1.142
H 4.516 -1.177 0.719
H 5.690 -3.335 0.919
H 5.613 -4.964 -0.933
H 4.366 -4.446 -2.996
H 3.191 -2.295 -3.226
H 3.462 0.068 -4.317
H 2.056 0.212 -6.324
H -0.390 0.452 -6.118
H -1.444 0.562 -3.884
H -0.071 0.431 -1.866
H 2.561 2.941 -1.942
H 4.085 4.881 -1.925
H 6.476 4.570 -1.408
H 7.366 2.321 -0.930
H 5.866 0.366 -0.950
C -0.623 3.815 -1.216
Sb -0.665 3.208 0.798
C 1.262 3.210 1.607
C -2.202 4.326 1.690
H -1.607 3.583 -1.624
H 0.139 3.248 -1.750
H -0.425 4.882 -1.304
H 1.160 3.343 2.679
H 1.895 3.979 1.171
H 1.669 2.225 1.383
H -1.742 5.200 2.150
H -2.665 3.717 2.457
H -2.907 4.634 0.921
F -2.155 -0.945 1.747
Te -3.030 0.792 1.021
F -3.596 2.126 -0.250
F -4.717 -0.091 0.978
F -1.015 2.077 2.646
F -2.759 -0.267 -0.545
O -1.034 1.316 0.270
C -2.313 0.211 4.602
As -0.551 -0.527 4.438
C -0.700 -2.403 4.814
C 0.469 0.301 5.836
S 0.847 -0.393 2.753
H -2.658 -0.184 5.561
H -2.976 -0.136 3.821
H -2.239 1.295 4.629
H -1.169 -2.527 5.790
H 0.290 -2.854 4.814
H -1.322 -2.862 4.046
H -0.036 0.124 6.786
H 0.515 1.370 5.633
H 1.472 -0.120 5.862
N -0.800 -2.245 -0.335
C -0.205 -3.541 -0.070
C -1.009 -4.676 -0.058
C -0.426 -5.913 0.155
C 0.945 -5.967 0.404
C 1.756 -4.835 0.375
C 1.165 -3.605 0.158
S 1.695 -7.523 0.732
O 2.839 -7.384 1.565
O 2.035 -7.405 -0.778
O 0.711 -8.510 1.008
H -0.803 -2.068 -1.341
H -1.780 -2.203 -0.046
H -2.075 -4.595 -0.222
H -1.011 -6.821 0.164
H 2.817 -4.926 0.564
H 1.770 -2.705 0.171
```

## Properties
net charge	+2
ΔE to the lowest compared entry with this formula, charge and spin	0.0	kJ/mol
HOMO-LUMO gap (alpha / beta)	0.3361 / 0.2496	hartree
multiplicity	6
LUMO (alpha / beta)	-0.1843 / -0.2886	hartree
highest occupied orbital energy (alpha / beta)	-14.2 / -14.6	eV

Results of the Löwdin charge analysis, in e, for atoms 1 through 5:
1 Ir 1.185
2 O -0.660
3 As 1.292
4 C -0.335
5 C -0.108

---

3.
# C30H39BrN4O3Y

C30H39BrN4O3Y as an isolated structure (the ωB97M-V functional and the def2-TZVPD basis, the Open Molecules 2025 dataset).

```
78
Properties=species:S:1:pos:R:3
Y 0.767 -0.276 -0.462
C -2.343 -1.650 -2.216
N -2.765 -1.453 -0.831
C -3.022 -2.744 -0.195
C -2.854 -2.890 1.322
C -1.433 -2.884 1.872
N -0.916 -1.574 2.364
C 0.124 -1.645 3.217
C 0.992 -0.537 3.559
C 1.596 -0.548 4.834
C 2.476 0.429 5.252
C 2.779 1.490 4.394
C 2.219 1.525 3.129
C 1.366 0.508 2.676
O 0.955 0.504 1.416
C -3.932 -0.568 -0.834
C -4.300 0.093 0.495
C -3.582 1.434 0.788
N -2.369 1.614 -0.007
C -1.914 2.790 -0.081
C -0.702 3.238 -0.801
C -0.365 4.588 -0.657
C 0.718 5.152 -1.305
C 1.477 4.335 -2.147
C 1.158 3.003 -2.315
C 0.079 2.414 -1.636
O -0.179 1.128 -1.795
H -3.168 -2.048 -2.834
H -1.499 -2.337 -2.249
H -2.023 -0.696 -2.636
H -2.329 -3.455 -0.650
H -4.038 -3.091 -0.455
H -3.244 -3.890 1.539
H -3.476 -2.201 1.894
H -0.715 -3.243 1.136
H -1.378 -3.536 2.743
H 0.233 -2.592 3.725
H 1.339 -1.363 5.504
H 2.916 0.374 6.241
H 3.462 2.272 4.704
H 2.465 2.306 2.420
H -4.797 -1.131 -1.228
H -3.714 0.223 -1.553
H -4.136 -0.594 1.324
H -5.377 0.277 0.473
H -3.311 1.459 1.845
H -4.272 2.268 0.617
H -2.449 3.611 0.424
H -0.985 5.200 -0.008
H 0.969 6.194 -1.163
H 2.333 4.742 -2.673
H 1.750 2.359 -2.953
C 6.486 1.233 -3.358
C 5.172 0.775 -2.782
C 4.284 -0.024 -3.495
C 3.080 -0.382 -2.919
C 2.723 0.045 -1.631
Br 0.712 -2.930 -1.088
N 3.606 0.826 -0.944
C 4.774 1.153 -1.508
H 6.888 0.504 -4.065
H 7.231 1.380 -2.574
H 6.388 2.181 -3.893
H 4.548 -0.360 -4.495
H 2.392 -1.012 -3.474
H 5.444 1.769 -0.908
C -1.459 -0.461 1.905
H -2.079 -0.510 1.029
H -1.197 0.470 2.377
C 3.656 -3.358 2.308
C 3.652 -2.600 0.995
O 2.727 -1.530 1.025
H 4.356 -4.198 2.270
H 2.655 -3.738 2.521
H 3.953 -2.712 3.140
H 3.327 -3.240 0.176
H 4.653 -2.227 0.749
H 2.935 -0.924 1.749
```

## Properties
net charge	-1
ΔE to the lowest compared entry with this formula, charge and spin	139.5	kJ/mol
HOMO-LUMO gap (alpha / beta)	0.2324 / 0.2324	hartree
multiplicity	1
LUMO (alpha / beta)	0.1032 / 0.1032	hartree
highest occupied orbital energy (alpha / beta)	-3.5 / -3.5	eV

Results of the Löwdin charge analysis, in e, for atoms 1 through 5:
1 Y 1.206
2 C -0.135
3 N -0.223
4 C -0.210
5 C -0.160